A single C4H5FN2 molecule in a non-equilibrium geometry. Source: the Open Molecules 2025 dataset; level of theory: the ωB97M-V functional and the def2-TZVPD basis.

HOMO level = -9.183 eV
Frontier orbital gap = 10.13 eV
Energy relative to the best compared isomer or geometry (same formula, charge and spin) = 159.9 kJ/mol
Energy = -364.74241 a.u.
Charge = 0

Each line ends with the Mulliken charge.
Element x y z (Å)
1 F -0.980 1.856 -0.107  -0.28
2 N -0.254 -0.274 -0.025  0.73
3 N 0.819 -1.063 -0.113  -1.00
4 C 1.435 1.159 0.152  -0.79
5 C -1.606 -0.853 0.060  -0.78
6 C 0.021 0.989 -0.043  0.58
7 C 1.813 -0.228 -0.018  -0.11
8 H -2.344 -0.015 -0.123  0.29
9 H -1.698 -1.588 -0.651  0.31
10 H 2.777 -0.772 -0.240  0.37
11 H 1.913 2.085 0.113  0.39
12 H -1.896 -1.295 0.994  0.29